Record 1
ORCA calculation (the ωB97M-V functional and the def2-TZVPD basis) on a molecular structure, C20H26N2O2PmSi in a non-equilibrium geometry.

Max |F| = 3.66 eV/A
Charge = +1
<S²> = 6.007
E_LUMO (spin up / spin down) = -3.378 / -3.368 eV
Energy = -52660.974 eV
Gap between HOMO and LUMO (spin up / spin down) = 7.18 / 7.15 eV
Multiplicity = 5

Geometry as XYZ:
```
52
Properties=species:S:1:pos:R:3:forces:R:3:mulliken_charge:R:1
C 1.525 -4.520 -0.315 0.96 -0.57 0.35 -0.4879
C 2.036 -3.331 -0.926 0.70 -0.26 -0.08 -0.5223
C 2.427 -2.431 0.116 0.59 0.27 0.00 -0.5633
H 2.084 -3.128 -2.017 0.05 -0.18 0.98 0.4014
C 2.142 -3.050 1.376 0.84 -0.28 -0.05 -0.4477
C 1.591 -4.339 1.115 1.17 -0.91 -0.16 -0.2054
H 1.225 -5.066 1.873 0.52 0.75 -0.77 0.4065
H 1.113 -5.412 -0.839 0.49 0.77 0.48 0.5678
H 2.777 -1.383 -0.029 -0.22 -1.13 0.16 0.4828
H 2.262 -2.577 2.378 -0.03 -0.49 -0.99 0.3747
Pm -0.052 -2.739 0.270 -1.30 2.51 0.13 1.1715
C -0.234 -0.492 0.364 0.78 0.30 0.01 -1.5045
H 0.347 -0.197 1.236 -0.05 0.56 0.08 0.2650
H -1.267 -0.224 0.440 -0.69 0.62 0.09 0.4690
H 0.230 -0.130 -0.553 -0.03 0.55 -0.06 0.3249
Si -1.174 3.586 0.008 -0.37 0.19 0.24 0.3853
C -1.001 3.774 -1.825 -0.05 0.13 -0.91 0.1968
C 0.133 3.285 -2.494 -0.15 0.09 -0.42 -0.0675
H 0.937 2.810 -1.931 -0.16 0.12 -0.08 0.3863
C 0.259 3.404 -3.886 -0.05 -0.02 0.24 -0.6302
H 1.149 3.015 -4.385 -0.23 0.12 0.14 0.3547
C -0.745 4.019 -4.635 -0.12 -0.01 0.42 -0.3867
H -0.647 4.113 -5.715 -0.02 -0.01 0.22 0.3772
C -1.878 4.518 -3.983 0.09 -0.07 -0.01 -0.4915
H -2.664 5.004 -4.563 0.22 -0.12 0.19 0.3597
C -2.004 4.398 -2.597 0.35 -0.18 -0.05 -0.4028
H -2.890 4.799 -2.106 0.17 -0.07 -0.10 0.3159
C 0.434 3.934 0.857 0.78 -0.01 0.48 0.2810
C 1.249 5.007 0.457 0.26 -0.11 0.29 -0.2491
H 0.946 5.639 -0.379 0.05 -0.13 0.17 0.3724
C 2.460 5.278 1.109 -0.19 -0.07 -0.08 -0.6298
H 3.076 6.117 0.781 -0.19 -0.23 0.09 0.3560
C 2.883 4.478 2.172 -0.38 -0.15 -0.15 -0.3664
H 3.823 4.688 2.677 -0.19 -0.04 -0.10 0.3776
C 2.087 3.403 2.579 -0.04 0.08 -0.10 -0.5679
H 2.414 2.771 3.407 -0.10 0.17 -0.22 0.3593
C 0.879 3.134 1.930 0.18 0.29 -0.17 -0.2146
H 0.276 2.285 2.257 0.11 0.19 -0.08 0.2946
H -1.602 2.223 0.377 -0.04 -0.10 0.03 -0.2010
H -2.232 4.526 0.460 0.03 -0.04 -0.04 -0.2218
C -1.991 -6.253 3.291 -0.88 0.61 -1.15 -0.5748
O -2.633 -5.675 2.008 0.73 -0.95 1.39 -0.4275
C -1.971 -4.804 1.329 1.35 1.56 0.42 0.8784
O -1.043 -4.050 1.764 -2.74 -2.38 0.49 -0.6340
N -2.391 -4.719 0.039 0.08 0.56 -1.72 -0.1743
N -1.759 -3.808 -0.904 -2.05 -1.68 0.48 -0.5670
H -2.018 -7.319 3.133 -0.06 -0.20 -0.08 0.2801
H -2.635 -5.960 4.109 -0.02 0.12 -0.01 0.2776
H -0.981 -5.894 3.403 0.13 0.27 -0.10 0.3040
H -3.152 -5.282 -0.333 0.27 0.03 0.45 0.2497
H -1.376 -4.322 -1.690 -0.30 -0.21 -0.13 0.3350
H -2.426 -3.103 -1.208 -0.25 -0.24 -0.21 0.3332
```
Positions in Å, forces in eV/Å.

Record 2
ORCA calculation (the ωB97M-V functional and the def2-TZVPD basis) on C20H26N2O3 in the gas phase.

Max |F| = 0.91 eV/A
Charge = 0
E_LUMO = 0.465 eV
Structure (SMILES) = CN(C(=O)CCCOc1ccc2nc(O)ccc2c1)C1CCCCC1
Energy = -30285.881 eV
ΔE to the lowest compared entry with this formula, charge and spin = 1.475 eV
Gap between HOMO and LUMO = 8.37 eV

Geometry as XYZ:
```
51
Properties=species:S:1:pos:R:3:forces:R:3:mulliken_charge:R:1
C 5.101 1.668 1.073 -0.02 0.24 0.10 -1.1739
N 4.130 1.010 0.221 0.16 -0.05 0.22 0.2456
C 3.147 1.781 -0.305 -0.16 -0.10 -0.37 0.7373
O 3.057 2.968 -0.040 -0.23 0.38 0.02 -0.6867
C 2.119 1.133 -1.222 -0.04 0.04 0.09 -0.9443
H 1.688 1.947 -1.809 0.13 -0.03 0.02 0.4526
C 1.000 0.459 -0.423 -0.16 0.17 0.10 -0.1504
C 0.293 1.458 0.498 0.34 -0.02 -0.21 -0.8107
H -0.037 2.338 -0.066 0.02 -0.01 0.07 0.3290
H 0.981 1.801 1.274 -0.10 0.05 -0.14 0.3248
O -0.778 0.867 1.203 -0.17 -0.11 0.13 -0.4591
C -1.966 0.639 0.576 -0.35 -0.27 0.31 0.5166
C -2.925 -0.012 1.326 0.37 0.18 -0.13 -0.7820
C -4.192 -0.289 0.798 0.02 0.18 -0.46 1.1241
C -5.210 -0.950 1.527 -0.30 -0.04 -0.19 -0.6630
C -6.417 -1.184 0.940 0.07 -0.01 0.09 -0.4806
C -6.607 -0.751 -0.395 0.68 0.42 -0.43 0.6099
N -5.696 -0.139 -1.100 -0.78 -0.25 -0.10 -0.6152
C -4.493 0.104 -0.533 0.32 -0.07 0.51 -0.1426
C -3.505 0.768 -1.279 0.06 -0.02 0.11 -1.0030
C -2.273 1.030 -0.742 0.13 0.09 -0.02 -0.2868
H -1.543 1.549 -1.343 0.08 0.04 -0.05 0.3942
H -3.742 1.068 -2.288 -0.03 0.03 -0.10 0.4329
O -7.797 -0.983 -0.977 -0.38 -0.18 0.11 -0.5178
H -7.764 -0.627 -1.876 0.15 0.02 0.10 0.3567
H -7.229 -1.681 1.446 -0.05 -0.06 0.10 0.4277
H -5.015 -1.261 2.543 -0.02 -0.04 0.08 0.4175
H -2.687 -0.305 2.338 0.06 -0.03 0.13 0.4361
H 1.393 -0.352 0.194 -0.03 -0.05 0.00 0.1461
H 0.273 0.026 -1.115 0.05 -0.03 0.04 0.6148
H 2.577 0.426 -1.913 -0.01 -0.02 -0.03 0.3835
C 4.352 -0.394 -0.082 0.28 -0.10 -0.09 -0.0077
C 4.677 -1.212 1.171 -0.34 -0.13 -0.20 -1.0560
C 4.787 -2.690 0.800 0.30 0.08 0.10 -0.6480
C 5.872 -2.897 -0.252 -0.28 -0.13 -0.14 -0.6878
C 5.582 -2.058 -1.494 0.30 0.07 0.12 -0.6223
C 5.461 -0.582 -1.127 -0.35 -0.17 -0.09 -0.8780
H 5.232 0.012 -2.014 0.02 0.07 0.01 0.3043
H 6.413 -0.232 -0.726 0.05 0.09 0.03 0.3250
H 6.380 -2.191 -2.228 -0.06 -0.03 -0.07 0.3866
H 4.650 -2.398 -1.951 -0.04 -0.03 -0.08 0.3040
H 5.930 -3.952 -0.523 0.09 -0.02 0.03 0.3363
H 6.839 -2.605 0.163 0.09 -0.02 0.03 0.3250
H 5.018 -3.275 1.692 -0.08 -0.04 0.00 0.3754
H 3.829 -3.043 0.410 -0.07 -0.05 0.02 0.2987
H 5.624 -0.885 1.601 0.04 0.08 0.06 0.3708
H 3.893 -1.068 1.917 0.02 0.08 0.06 0.3709
H 3.429 -0.802 -0.497 0.02 0.03 0.02 0.1917
H 4.942 2.742 0.987 0.09 -0.13 0.05 0.4359
H 6.115 1.428 0.757 0.05 -0.05 0.03 0.3437
H 4.966 1.377 2.116 0.08 0.01 0.02 0.2982
```
Positions in Å, forces in eV/Å.

Record 3
ORCA calculation (the ωB97M-V functional and the def2-TZVPD basis) on C20H26N2O4 in the gas phase in a non-equilibrium geometry.

Max |F| = 1.15 eV/A
Charge = 0
E_LUMO = 0.756 eV
Structure (SMILES) = Cc1ccc(OCc2cc(C(=O)N(C)CC3CCOCC3)no2)cc1C
Energy = -32330.771 eV
ΔE to the lowest compared entry with this formula, charge and spin = 3.505 eV
Gap between HOMO and LUMO = 9.48 eV

Geometry as XYZ:
```
52
Properties=species:S:1:pos:R:3:forces:R:3:mulliken_charge:R:1
C 2.622 3.714 -1.251 0.00 -0.02 0.06 -1.5364
C 3.034 2.473 -0.521 0.08 -0.03 -0.02 1.0390
C 4.229 1.840 -0.833 -0.11 0.01 -0.04 -0.9511
C 4.602 0.655 -0.224 -0.01 -0.32 0.25 -0.6757
C 3.775 0.105 0.743 0.04 0.13 -0.01 0.1640
C 2.602 0.755 1.099 0.28 -0.04 0.11 -0.3131
C 2.212 1.926 0.469 0.15 -0.11 0.02 1.2117
C 0.888 2.540 0.799 0.01 0.01 -0.05 -1.8461
H 0.192 2.347 -0.019 -0.13 0.03 -0.04 0.2230
H 0.968 3.617 0.931 -0.05 0.10 0.04 0.4619
H 0.476 2.105 1.706 -0.06 0.00 0.06 0.4291
H 1.978 0.319 1.866 -0.08 -0.09 0.06 0.3583
O 4.078 -1.120 1.332 0.08 0.53 0.14 -0.5050
C 3.711 -2.230 0.530 -0.20 -0.32 -0.13 -0.7868
C 2.260 -2.172 0.178 -0.20 0.64 -0.93 0.1974
C 1.589 -1.372 -0.706 0.14 -0.74 0.38 -0.0183
C 0.222 -1.640 -0.439 1.04 -0.28 0.37 0.4748
N 0.119 -2.530 0.521 -0.88 0.17 -0.05 -0.6945
O 1.369 -2.859 0.908 0.48 -0.07 0.19 -0.2187
C -0.881 -0.864 -1.069 -0.46 0.03 -0.02 0.5324
O -0.616 0.236 -1.532 0.29 0.01 0.01 -0.7239
N -2.130 -1.372 -1.084 -0.10 0.16 0.04 0.2903
C -2.463 -2.738 -0.747 0.07 -0.42 0.06 -1.0129
H -1.790 -3.105 0.023 -0.27 -0.08 -0.10 0.3705
H -2.385 -3.379 -1.632 -0.05 -0.03 0.04 0.2860
H -3.485 -2.781 -0.380 0.01 0.01 0.02 0.3874
C -3.164 -0.580 -1.724 -0.17 0.55 -0.14 -1.9908
H -2.674 0.063 -2.461 -0.14 -0.15 0.01 0.5582
C -3.958 0.321 -0.763 0.28 -0.30 0.06 0.6051
C -4.766 -0.449 0.284 -0.15 0.46 -0.03 -0.7126
C -5.543 0.550 1.146 -0.10 -0.37 -0.03 -0.7411
H -6.086 0.038 1.944 -0.04 0.04 -0.11 0.3728
O -4.688 1.462 1.791 0.02 0.01 0.17 -0.4015
C -3.927 2.210 0.869 0.32 0.05 -0.13 -0.8601
C -3.063 1.315 -0.021 -0.41 0.20 0.00 -0.3202
H -2.499 1.925 -0.725 0.07 0.03 0.00 0.4152
H -2.355 0.770 0.605 0.09 0.00 0.02 0.1405
H -3.306 2.877 1.471 -0.05 0.03 -0.10 0.3657
H -4.598 2.818 0.240 0.05 0.00 0.06 0.3943
H -6.266 1.094 0.517 0.02 -0.04 0.06 0.3875
H -5.467 -1.140 -0.188 -0.02 -0.10 0.00 0.3533
H -4.090 -1.007 0.934 0.02 -0.11 0.02 0.3289
H -4.661 0.888 -1.388 0.00 -0.01 -0.01 0.3488
H -3.849 -1.258 -2.240 0.06 -0.03 0.00 0.5666
H 1.977 -0.690 -1.430 0.15 0.21 -0.11 0.5398
H 4.307 -2.254 -0.394 -0.10 -0.03 0.18 0.3282
H 3.921 -3.114 1.135 0.01 0.04 -0.16 0.3569
H 5.520 0.157 -0.496 0.11 -0.06 0.00 0.4629
H 4.872 2.268 -1.589 0.05 0.06 -0.07 0.3584
H 1.656 3.563 -1.730 -0.08 0.08 -0.08 0.2682
H 3.354 3.974 -2.012 0.01 0.05 -0.06 0.3955
H 2.526 4.553 -0.563 -0.04 0.12 -0.02 0.3360
```
Positions in Å, forces in eV/Å.

Record 4
ORCA calculation (the ωB97M-V functional and the def2-TZVPD basis) on a molecular structure, C20H26N3O9P2RuSSe2 in a non-equilibrium geometry.

Max |F| = 4.96 eV/A
Charge = 0
<S²> = 0.793
E_LUMO (spin up / spin down) = -2.071 / -2.123 eV
Energy = -206748.348 eV
ΔE to the lowest compared entry with this formula, charge and spin = 2.325 eV
Gap between HOMO and LUMO (spin up / spin down) = 5.52 / 5.48 eV
Multiplicity = 2

Geometry as XYZ:
```
64
Properties=species:S:1:pos:R:3:forces:R:3:mulliken_charge:R:1
Ru 0.103 0.120 0.094 -0.92 -3.97 -1.79 0.3462
S -2.929 -3.132 -1.329 0.21 0.41 0.21 -0.3949
C -3.954 -1.944 -0.579 0.52 0.24 0.03 1.0094
C -5.328 -1.970 -0.410 -0.06 0.01 0.01 -0.7366
C -5.929 -0.887 0.199 -0.10 -0.07 -0.01 -0.4861
C -5.172 0.195 0.649 0.02 0.05 0.00 -0.7956
C -3.804 0.225 0.483 0.29 -0.01 0.03 -0.2961
C -3.175 -0.851 -0.146 -1.23 -0.02 0.16 -0.8126
N -1.846 -0.983 -0.424 2.14 0.74 -0.34 0.7834
C -1.555 -2.103 -1.023 -0.51 -0.39 -0.12 0.5919
C -0.203 -2.459 -1.357 0.66 0.01 -0.21 0.9853
C 0.126 -3.691 -1.928 -0.18 0.23 0.10 -0.9217
C 1.448 -4.006 -2.154 -0.01 -0.22 -0.03 -0.7880
C 2.445 -3.114 -1.786 -0.02 0.16 0.02 -0.7727
C 2.118 -1.888 -1.224 0.20 -0.09 -0.07 -0.2077
C 0.794 -1.528 -1.023 0.14 0.37 0.31 0.2875
H -5.902 -2.818 -0.749 -0.10 -0.04 -0.03 0.4167
H -7.002 -0.874 0.323 -0.06 -0.03 0.04 0.4001
H -5.670 1.025 1.129 0.01 0.03 0.01 0.4139
H -3.204 1.061 0.814 -0.07 0.04 0.00 0.3998
H -0.662 -4.392 -2.168 0.00 -0.14 -0.09 0.4120
H 1.709 -4.958 -2.593 0.01 -0.09 -0.05 0.3960
H 3.485 -3.369 -1.940 0.06 -0.05 -0.01 0.4508
H 2.914 -1.212 -0.931 -0.10 0.00 -0.03 0.3751
O 0.058 3.434 -0.235 -0.50 0.61 0.55 -0.2631
C 0.656 4.268 -1.190 0.11 0.18 -0.49 -1.4357
C 0.456 3.621 -2.568 0.31 0.25 0.10 2.0042
C 0.820 4.672 -3.648 -0.02 0.01 0.64 -1.3222
O 0.631 4.210 -4.955 -0.01 -0.24 -0.52 -0.5402
C -1.010 3.245 -2.766 -0.15 -0.13 0.39 -1.2740
Se -1.619 1.594 -1.878 1.06 -0.82 0.58 0.1301
C 1.373 2.398 -2.733 -0.32 -0.42 0.44 -1.7205
Se 1.909 1.450 -1.054 -0.24 0.17 -1.28 -0.0239
H 0.267 3.744 0.654 0.08 0.01 -0.11 0.2755
H 1.734 4.372 -1.007 -0.02 0.02 0.02 0.4406
H 0.196 5.264 -1.169 0.05 0.02 -0.09 0.4660
H 1.858 4.998 -3.495 -0.07 0.03 0.07 0.4595
H 0.168 5.542 -3.547 0.04 0.01 0.05 0.4483
H 1.217 3.462 -5.111 0.00 0.02 -0.03 0.3556
H -1.211 3.113 -3.834 0.07 -0.20 0.19 0.5379
H -1.656 4.040 -2.388 0.09 0.00 0.04 0.4196
H 2.326 2.697 -3.181 0.10 -0.07 0.19 0.5920
H 0.901 1.653 -3.378 0.17 0.08 -0.02 0.4628
N 2.205 -1.790 4.634 0.02 0.10 0.62 -0.0757
C 2.005 -1.756 3.165 -0.37 0.59 -1.03 0.5266
C 2.591 -2.985 2.525 0.14 -0.34 -0.18 -1.7405
P 0.167 -1.841 3.015 0.18 0.62 0.78 0.4972
O -0.150 -0.395 3.742 0.11 -0.52 -0.29 -0.6217
O -0.234 -2.927 3.944 -0.01 -0.18 0.07 -0.8809
O -0.304 -1.806 1.599 0.28 0.91 -0.99 -0.3144
P 2.803 -0.188 2.562 -0.11 0.08 0.15 0.4522
O 2.284 0.837 3.718 0.46 -0.12 -0.08 -0.6930
O 4.258 -0.352 2.668 0.12 -0.14 0.16 -0.8124
O 2.167 0.206 1.254 -1.47 -0.08 -0.79 -0.1851
H 1.404 -2.352 4.997 0.34 0.03 0.17 0.3855
H 2.149 -0.806 4.942 -0.09 -0.24 0.25 0.3961
H 3.119 -2.176 4.885 -0.19 0.05 -0.01 0.3545
H 2.147 -3.883 2.959 0.05 -0.07 -0.03 0.4723
H 3.677 -3.003 2.627 0.02 0.02 0.03 0.4688
H 2.353 -2.975 1.463 0.02 -0.03 -0.09 0.2002
H -1.081 -0.381 3.969 -0.39 0.13 0.23 0.3204
H 1.470 1.270 3.436 -0.23 0.00 0.04 0.3622
O -0.177 1.880 2.131 -1.69 -0.98 -1.23 -0.4972
N -0.734 1.199 1.321 1.17 3.42 3.39 0.3161
```
Positions in Å, forces in eV/Å.

Record 5
ORCA calculation (the ωB97M-V functional and the def2-TZVPD basis) on C20H26N4O3 in the gas phase.

Max |F| = 0.72 eV/A
Charge = 0
E_LUMO = 0.641 eV
Structure (SMILES) = CCOc1ccc(OCC)c(NC(=O)C2CCN(c3cnccn3)CC2)c1
Energy = -33264.936 eV
ΔE to the lowest compared entry with this formula, charge and spin = 2.604 eV
Gap between HOMO and LUMO = 8.51 eV

Geometry as XYZ:
```
53
Properties=species:S:1:pos:R:3:forces:R:3:mulliken_charge:R:1
C 7.108 0.606 -1.324 -0.25 0.09 0.32 -1.0510
C 6.712 0.942 0.112 0.37 -0.14 -0.17 -0.4282
O 5.380 1.399 0.216 -0.26 0.13 0.01 -0.4699
C 4.350 0.515 0.119 -0.26 -0.27 -0.02 0.5939
C 3.077 1.091 0.092 0.20 0.08 0.00 -0.3067
C 1.949 0.301 0.018 0.22 -0.15 0.02 -0.0526
C 2.069 -1.104 -0.029 0.08 0.03 0.02 0.7417
C 3.330 -1.664 -0.003 -0.41 -0.06 -0.04 -0.8334
C 4.466 -0.866 0.068 0.38 0.27 0.04 -0.8946
H 5.427 -1.354 0.090 0.11 0.00 -0.01 0.3395
H 3.464 -2.733 -0.043 -0.05 -0.10 0.01 0.3375
O 0.876 -1.790 -0.124 0.17 0.49 -0.01 -0.4877
C 0.875 -3.199 -0.014 -0.07 -0.44 0.17 -0.4780
C 1.086 -3.681 1.418 0.00 0.28 -0.32 -1.1087
H 0.309 -3.278 2.064 -0.07 0.01 0.06 0.3018
H 1.041 -4.766 1.448 0.01 -0.13 0.03 0.3943
H 2.051 -3.355 1.797 0.07 -0.03 0.07 0.3564
H 1.620 -3.638 -0.688 -0.09 0.07 0.00 0.3307
H -0.119 -3.494 -0.365 0.18 -0.02 -0.01 0.3889
N 0.649 0.807 -0.022 -0.03 -0.64 -0.03 0.3191
C 0.217 2.093 -0.014 -0.66 0.27 -0.06 0.0537
O 0.931 3.068 0.058 0.27 0.18 0.04 -0.6919
C -1.307 2.206 -0.082 0.18 0.12 0.06 0.4837
C -1.926 1.389 -1.235 -0.11 -0.15 0.03 -1.0588
H -1.154 1.052 -1.928 -0.03 0.02 -0.05 0.4536
C -2.716 0.185 -0.725 0.13 -0.03 -0.43 -0.5009
N -3.764 0.620 0.171 0.34 0.12 0.09 0.1626
C -5.045 0.239 -0.037 -0.49 -0.44 -0.29 0.6750
N -5.269 -0.675 -0.993 0.13 0.17 0.20 -0.4673
C -6.516 -1.070 -1.190 -0.14 0.10 0.11 -0.2698
C -7.571 -0.575 -0.445 -0.08 -0.08 -0.08 -0.3494
N -7.365 0.338 0.502 -0.23 -0.05 -0.01 -0.6256
C -6.135 0.746 0.709 0.26 0.15 0.07 -0.2916
H -6.012 1.494 1.478 0.16 0.07 0.05 0.4007
H -8.592 -0.893 -0.595 -0.05 -0.11 -0.10 0.3794
H -6.656 -1.805 -1.971 -0.14 -0.05 -0.03 0.4083
C -3.426 1.635 1.148 -0.04 0.10 0.28 -0.8758
H -3.864 2.602 0.861 -0.02 0.00 0.10 0.4742
C -1.913 1.781 1.263 -0.23 0.13 -0.08 -1.2457
H -1.483 0.836 1.598 0.01 -0.01 0.05 0.3210
H -1.683 2.532 2.020 0.01 -0.06 0.03 0.4225
H -3.838 1.352 2.123 0.00 0.11 -0.06 0.5897
H -3.200 -0.336 -1.553 0.25 0.03 0.16 0.4917
H -2.063 -0.534 -0.215 0.00 -0.06 -0.09 0.1285
H -2.611 2.026 -1.798 0.02 -0.03 -0.03 0.3112
H -1.519 3.268 -0.235 0.13 -0.12 0.04 0.5651
H -0.043 0.073 -0.095 -0.01 0.17 0.01 -0.1899
H 2.985 2.163 0.131 -0.03 0.07 0.00 0.5897
H 7.314 1.781 0.474 -0.05 -0.17 0.01 0.3297
H 6.884 0.085 0.775 -0.03 0.11 0.00 0.3286
H 8.155 0.315 -1.358 0.12 -0.05 -0.03 0.3568
H 6.501 -0.208 -1.713 0.00 -0.07 -0.07 0.3417
H 6.961 1.476 -1.957 0.02 0.07 -0.08 0.3063
```
Positions in Å, forces in eV/Å.

Q: Among the records above, which one has the lowest energy?
A: C20H26N3O9P2RuSSe2

Q: Which of these has the highest energy?
A: C20H26N2O3

Q: Among the records above, which one has the highest energy?
A: C20H26N2O3